# 1
The following is a DFT calculation (the ωB97M-V functional and the def2-TZVPD basis) of a molecular structure, C37H37AlF5N4O4Se in a non-equilibrium geometry.

Its HOMO-LUMO gap is 5.5910 eV. The value obtained for the total energy is -138654.4911 eV. Its multiplicity is 1. Its strongest force on any atom is 1.9 eV/Å. Its net charge is -1. The HOMO energy comes out at -3.8 eV.

Atoms and positions in Å:
Se -3.26 -2.07 2.67
Al 0.03 -0.55 0.37
F -8.26 0.04 -0.02
F -4.63 -2.97 0.04
F -5.16 0.17 3.54
F -7.38 1.14 2.33
F -6.83 -2.01 -1.16
O -0.98 -3.64 1.55
O -1.14 -1.72 0.51
O -1.79 2.52 1.97
O 3.37 -2.03 1.92
N 0.57 -0.01 2.09
N -0.63 1.28 0.39
N -1.76 -2.93 0.95
N 1.83 -1.27 0.38
C -1.39 4.29 -2.47
C -2.38 0.69 -1.96
C 4.32 -2.88 -2.58
C 1.83 -0.46 4.00
C -5.56 -0.38 2.38
C 2.79 -5.17 0.77
C -3.31 0.21 -0.85
C 0.86 -4.89 -0.84
C 2.09 4.35 -0.01
C -0.23 3.50 -0.50
C 1.56 -0.67 2.66
C -1.28 -0.32 -2.28
C -4.81 -1.43 1.84
C 0.79 3.81 0.58
C 2.35 -1.44 1.63
C 3.34 -0.97 -1.49
C -1.98 3.05 -2.60
C -0.20 0.88 2.69
C 3.21 0.53 -1.36
C 0.19 4.80 1.59
C -0.89 2.26 -0.60
C -5.29 -1.96 0.63
C 4.19 -1.51 -2.45
C 3.58 -3.72 -1.78
C -1.75 2.03 -1.69
C -6.43 -1.48 0.01
C 1.01 0.44 4.69
C 1.90 -4.17 0.03
C 4.57 1.21 -1.21
C 2.45 1.11 -2.56
C -7.15 -0.43 0.58
C -0.51 4.49 -1.43
C 2.62 -1.83 -0.66
C -0.99 1.64 1.66
C -6.70 0.12 1.77
C -0.01 1.14 4.04
C 2.72 -3.22 -0.81
H 0.87 4.93 2.43
H -2.66 2.87 -3.43
H 1.20 0.63 5.74
H 0.23 -5.50 -0.21
H 2.18 -5.78 1.43
H 3.68 -4.79 -1.90
H 0.02 5.76 1.12
H 4.44 2.26 -0.97
H 3.33 -5.82 0.09
H 1.34 -3.60 0.78
H -0.61 1.87 4.55
H 2.62 0.75 -0.46
H 1.04 2.88 1.11
H -0.55 -0.37 -1.44
H 4.76 -0.86 -3.09
H 2.98 0.92 -3.49
H -0.75 -0.04 -3.18
H 1.96 5.34 -0.46
H 5.02 -3.29 -3.30
H 2.84 4.44 0.77
H -2.99 0.79 -2.87
H -1.60 5.08 -3.17
H -1.70 -1.32 -2.41
H -2.80 0.16 0.11
H -3.67 -0.78 -1.10
H 5.14 0.74 -0.41
H 2.65 -0.96 4.49
H -4.16 0.89 -0.75
H 2.33 2.18 -2.45
H -0.02 5.45 -1.33
H 5.15 1.14 -2.13
H 0.23 -4.16 -1.34
H 2.47 3.68 -0.78
H -0.76 4.42 1.95
H 3.51 -4.62 1.38
H 1.46 0.66 -2.63
H 1.34 -5.52 -1.59



# 2
The following is a DFT calculation (the ωB97M-V functional and the def2-TZVPD basis) of a molecular structure, C24H26CoN4S2Si in a non-equilibrium geometry.

Its HOMO-LUMO gap (alpha / beta) is 4.8273 / 5.1621 eV. The value obtained for the total energy is -98438.8409 eV. Its multiplicity is 4. Its strongest force on any atom is 6.0 eV/Å. The HOMO energy (alpha / beta) comes out at -4.9 / -5.3 eV.

Atoms and positions in Å:
Co -1.50 1.86 0.30
S 0.99 4.56 2.88
S -0.77 4.39 -3.31
Si 0.69 -1.51 -0.30
N -1.12 3.02 -1.15
N -0.44 3.09 1.29
N -0.05 2.12 3.43
N -1.92 2.01 -3.17
C -0.44 4.20 -0.79
C 0.54 -3.35 -2.40
C -2.61 1.29 1.84
C 0.04 3.13 2.54
C 2.32 -4.06 -3.93
C 0.71 5.13 1.31
C 1.58 -3.91 1.14
C -2.88 0.60 -0.33
C 0.84 -2.86 3.63
C -1.37 2.99 -2.46
C 1.05 -2.60 1.22
C -0.06 4.25 0.58
C 0.40 0.59 -0.12
C 3.22 -3.17 -3.28
C -2.41 0.21 0.95
C 0.87 -2.04 2.50
C 0.99 -4.14 -3.48
C -3.37 1.92 -0.22
C -3.20 2.36 1.12
C 1.13 -4.23 3.52
C 2.80 -2.41 -2.17
C -0.12 5.01 -1.86
C 1.57 -4.73 2.28
C 1.43 -2.44 -1.78
H 1.91 -5.77 2.21
H 1.93 -0.55 -0.15
H -3.92 2.47 -0.99
H 0.48 5.91 -1.77
H 0.34 2.27 4.35
H 1.29 1.21 -0.25
H -2.93 -0.05 -1.22
H -0.57 1.28 3.20
H 2.05 -4.27 0.21
H -0.47 -3.49 -2.02
H 2.67 -4.69 -4.77
H -2.07 -0.79 1.22
H -2.01 2.16 -4.17
H 0.29 -4.81 -3.97
H 0.04 0.47 0.97
H -0.77 -1.67 -0.54
H 0.80 -0.95 2.62
H -2.34 1.18 -2.76
H 1.11 6.05 0.90
H -3.47 3.34 1.51
H 1.06 -4.91 4.40
H -0.27 0.44 -1.03
H 4.25 -3.08 -3.65
H 0.61 -2.45 4.60
H -2.51 1.25 2.93
H 3.54 -1.84 -1.59



# 3
The following is a DFT calculation (the ωB97M-V functional and the def2-TZVPD basis) of a molecular structure, Cl2Mn2O8 in a non-equilibrium geometry.

Its HOMO-LUMO gap (alpha / beta) is 6.8865 / 3.9432 eV. The value obtained for the total energy is -104021.0479 eV. Its multiplicity is 11. Its strongest force on any atom is 12.5 eV/Å. Its net charge is +2. The HOMO energy (alpha / beta) comes out at -17.8 / -15.3 eV.

Atoms and positions in Å:
Mn 12.15 10.84 -9.94
Mn 13.95 7.17 -10.47
Cl 11.02 5.10 -8.46
Cl 11.81 8.44 -9.97
O 11.13 9.35 -9.17
O 10.89 4.62 -9.83
O 10.13 4.44 -7.68
O 10.87 7.82 -10.80
O 10.98 6.58 -8.34
O 12.26 4.54 -8.37
O 12.42 7.35 -9.25
O 12.66 9.18 -10.84



# 4
The following is a DFT calculation (the ωB97M-V functional and the def2-TZVPD basis) of 2 unconnected molecules or ions with the total composition HNO2S2 in a non-equilibrium geometry.

Its HOMO-LUMO gap (alpha / beta) is 7.5261 / 7.7341 eV. The value obtained for the total energy is -27267.3858 eV. Its multiplicity is 1. Its strongest force on any atom is 1.3 eV/Å. The HOMO energy (alpha / beta) comes out at -9.3 / -9.0 eV.

Atoms and positions in Å:
S 1.69 0.64 -1.28
S 3.05 -0.50 -0.43
O -3.87 -0.48 0.33
O -2.01 0.06 1.38
N -3.05 0.19 0.86
H 4.19 0.09 -0.86



# 5
The following is a DFT calculation (the ωB97M-V functional and the def2-TZVPD basis) of 4 unconnected molecules or ions with the total composition C21H45N4O6 in a non-equilibrium geometry.

Its HOMO-LUMO gap is 7.1579 eV. The value obtained for the total energy is -40737.0416 eV. Its multiplicity is 1. Its strongest force on any atom is 2.8 eV/Å. Its net charge is +1. The HOMO energy comes out at -11.2 eV.

Atoms and positions in Å:
O -0.60 6.45 4.42
O 2.27 2.26 -6.20
O 0.88 2.56 -3.62
O 1.78 -5.69 1.06
O -0.92 3.87 3.01
O 2.24 -8.49 0.23
N -2.91 -0.26 -0.66
N -1.20 -1.56 0.25
N 0.94 -2.50 0.49
N 0.62 -0.27 -0.38
C 1.64 0.28 0.55
C -4.04 -0.20 -0.03
C -0.36 2.42 -4.29
C 0.40 -5.98 1.22
C 2.84 1.99 -4.93
C 0.19 -1.44 0.11
C -1.16 5.27 4.98
C 2.61 -6.64 1.74
C -4.80 -1.40 0.47
C 3.22 -7.63 0.77
C -0.58 0.56 -0.65
C 1.04 0.48 1.90
C -4.70 1.16 0.22
C 1.79 1.52 -3.95
C 1.88 -8.15 -1.10
C 0.12 4.25 2.12
C -1.71 -0.14 0.14
C -0.54 4.03 4.38
C 2.11 3.64 -6.45
C 0.42 0.58 2.92
C -1.46 7.07 3.48
H 0.17 -7.01 0.98
H -2.32 7.52 3.98
H 1.13 -2.66 1.47
H 3.78 -7.11 -0.02
H -0.90 7.85 2.98
H -0.92 1.57 -3.87
H 1.26 0.65 -4.34
H 3.37 2.87 -4.54
H -0.61 1.58 -0.27
H -0.28 4.26 1.11
H 2.71 -8.39 -1.79
H 1.02 -8.75 -1.38
H 2.29 1.22 -3.02
H -5.49 -1.10 1.27
H 1.62 -7.09 -1.19
H -1.76 0.40 1.09
H 3.93 -8.26 1.32
H -4.85 1.61 -0.77
H 3.58 1.19 -5.07
H 1.32 -3.14 -0.19
H 1.59 4.14 -5.63
H 0.54 4.04 4.48
H -5.43 -1.81 -0.34
H 3.42 -6.07 2.21
H -0.16 -5.33 0.55
H -4.07 1.80 0.86
H 2.43 -0.46 0.63
H -5.70 1.02 0.66
H -0.94 5.29 6.05
H -1.45 -1.99 -0.65
H 2.09 1.21 0.18
H 0.09 -5.76 2.25
H 0.52 5.24 2.35
H 1.52 3.75 -7.36
H -0.94 3.33 -4.12
H -0.38 0.51 3.62
H 0.93 3.51 2.16
H -4.14 -2.21 0.80
H -0.23 2.28 -5.36
H -0.92 3.15 4.91
H -1.81 6.36 2.72
H 3.08 4.12 -6.61
H -0.88 0.53 -1.70
H -2.25 5.26 4.87
H 2.05 -7.15 2.52



# 6
The following is a DFT calculation (the ωB97M-V functional and the def2-TZVPD basis) of 2 unconnected molecules or ions with the total composition C4H13NO2 in a non-equilibrium geometry.

Its HOMO-LUMO gap is 10.0749 eV. The value obtained for the total energy is -9942.5920 eV. Its multiplicity is 1. Its strongest force on any atom is 3.1 eV/Å. The HOMO energy comes out at -9.2 eV.

Atoms and positions in Å:
O -3.13 3.23 -3.44
O -0.26 0.45 2.84
N 2.17 0.67 0.62
C 0.41 -0.45 2.05
C 0.93 -1.24 -0.26
C 0.86 0.01 0.65
C -0.43 -1.70 -0.73
H 2.39 1.10 1.52
H 0.11 0.72 0.24
H -3.13 4.03 -3.94
H -0.84 -2.25 0.13
H -1.19 -0.94 -1.15
H 2.94 -0.02 0.46
H 1.32 -0.82 2.65
H -0.15 -1.40 1.94
H 1.56 -2.07 0.24
H 1.45 -1.13 -1.27
H -0.46 -2.48 -1.62
H -0.44 1.31 2.46
H -4.11 2.99 -3.40



# 7
The following is a DFT calculation (the ωB97M-V functional and the def2-TZVPD basis) of a molecular structure, C46H37CsN15S.

Its HOMO-LUMO gap is 5.7213 eV. The value obtained for the total energy is -82044.0867 eV. Its multiplicity is 1. Its strongest force on any atom is 0.8 eV/Å. Its net charge is -1. The HOMO energy comes out at -3.7 eV.

Atoms and positions in Å:
Cs -0.32 -1.13 0.36
S -0.43 -3.60 -1.63
N 2.15 -2.11 -2.32
N -3.27 -0.16 -0.49
N 0.49 3.10 -2.16
N -2.02 1.70 3.96
N 2.08 2.44 0.18
N -3.73 0.10 1.75
N -0.72 -0.29 3.43
N 2.37 4.22 -1.33
N 0.56 -2.27 4.00
N -5.37 0.67 0.26
N -1.32 1.95 1.67
N -1.58 -0.53 -2.69
N -4.98 0.28 -2.05
N 2.00 -1.62 2.22
N -6.96 1.20 -1.31
C 2.37 -6.22 -2.95
C 4.25 3.40 -0.09
C -2.67 -1.69 -4.96
C -2.67 3.61 2.73
C 3.46 -5.45 -3.27
C 2.20 -3.46 -2.55
C 1.28 -2.56 2.85
C -2.70 4.36 1.57
C -0.69 3.16 -2.79
C 4.47 -3.20 -3.35
C -1.45 0.08 5.63
C 2.89 3.31 -0.40
C 3.92 1.64 1.50
C -1.34 2.70 0.57
C -1.09 -1.30 7.98
C -3.49 -1.18 -3.96
C -1.97 2.39 2.76
C 2.95 -3.31 0.79
C 2.82 -2.01 1.23
C -1.42 0.57 4.21
C 1.36 -3.92 2.47
C -3.76 -0.13 -1.72
C -1.24 4.32 -3.30
C -0.21 -1.27 4.25
C -2.90 -0.62 -2.84
C -0.80 -1.03 -3.65
C 2.18 -4.29 1.43
C 2.60 1.62 1.10
C 3.38 -4.06 -3.07
C 3.06 0.12 -2.28
C -1.30 -1.61 -4.80
C -2.01 3.90 0.46
C -0.48 -1.78 6.81
C 1.19 -5.65 -2.45
C 1.04 -4.28 -2.24
C -0.69 -1.07 5.65
C 0.68 5.46 -2.47
C 3.18 -1.35 -2.58
C 1.15 4.23 -1.99
C -4.13 0.22 0.48
C -0.52 5.50 -3.13
C 4.76 2.56 0.88
C -1.86 -0.14 7.95
C 4.38 -1.87 -3.11
C -5.73 0.69 -1.02
C -2.05 0.57 6.77
H -7.32 1.01 -2.23
H 5.39 -3.64 -3.74
H -1.20 2.21 -2.89
H -3.25 5.29 1.54
H 4.37 -5.89 -3.66
H 0.13 -2.68 6.82
H 5.81 2.62 1.14
H -7.60 1.30 -0.55
H 2.08 0.35 -1.85
H -0.62 -2.02 -5.54
H -0.96 -1.84 8.91
H 3.61 -3.56 -0.03
H 3.18 0.72 -3.18
H -0.91 6.44 -3.51
H 5.21 -1.20 -3.32
H -1.99 4.46 -0.47
H 0.27 -0.99 -3.47
H 0.34 -6.28 -2.21
H 3.83 0.44 -1.57
H -3.10 -2.14 -5.84
H -2.20 4.30 -3.80
H 1.90 0.92 1.54
H -3.18 3.92 3.63
H 2.41 -7.30 -3.10
H 2.94 5.04 -1.47
H 0.78 -4.64 3.03
H -4.27 0.59 2.45
H 4.27 0.96 2.26
H 1.25 6.37 -2.29
H 4.89 4.12 -0.60
H -4.57 -1.22 -4.03
H -2.64 1.48 6.73
H -2.32 0.21 8.87
H -2.74 0.00 1.94
H -0.78 2.31 -0.28
H 3.40 -1.22 0.76
H 2.23 -5.32 1.11



# 8
The following is a DFT calculation (the ωB97M-V functional and the def2-TZVPD basis) of a gas-phase ion, C4H8NOS (charge +1) in a non-equilibrium geometry.

Its HOMO-LUMO gap is 8.6257 eV. The value obtained for the total energy is -18639.3731 eV. Its multiplicity is 1. Its strongest force on any atom is 5.3 eV/Å. Its net charge is +1. The HOMO energy comes out at -14.5 eV.

Atoms and positions in Å:
S -2.12 1.19 0.00
O -2.32 -0.56 -0.12
N -1.03 -0.95 -0.01
C -0.70 -2.35 -0.04
C -0.29 0.08 0.13
C 1.02 0.65 0.32
C 1.06 2.08 -0.24
H 1.25 0.68 1.39
H -0.31 -2.67 0.93
H 0.21 2.65 0.13
H 1.79 0.03 -0.17
H -1.61 -2.91 -0.26
H 1.98 2.57 0.07
H 1.02 2.07 -1.33
H 0.04 -2.55 -0.81



# 9
The following is a DFT calculation (the ωB97M-V functional and the def2-TZVPD basis) of 2 unconnected molecules or ions with the total composition C5H16N2O in a non-equilibrium geometry.

Its HOMO-LUMO gap is 9.2452 eV. The value obtained for the total energy is -10471.4203 eV. Its multiplicity is 1. Its strongest force on any atom is 1.5 eV/Å. The HOMO energy comes out at -8.5 eV.

Atoms and positions in Å:
O 1.40 2.38 2.05
N -1.49 -0.83 0.71
N 0.02 2.10 -1.16
C -2.33 -1.57 -0.19
C 0.74 -0.99 -0.54
C -0.87 0.96 -0.84
C -0.35 -0.09 0.16
C 2.13 -0.78 0.12
H 0.63 2.30 -0.37
H 0.70 1.78 2.38
H 2.08 1.85 1.63
H -1.96 -2.59 -0.40
H -1.77 1.40 -0.38
H 0.62 1.87 -1.94
H 2.00 -0.35 1.12
H -2.43 -1.07 -1.15
H 0.44 -2.02 -0.39
H -1.30 -1.25 1.61
H 2.73 -1.67 0.30
H 0.77 -0.74 -1.60
H -3.35 -1.65 0.18
H -1.15 0.53 -1.80
H 0.09 0.47 0.97
H 2.65 -0.02 -0.47



# 10
The following is a DFT calculation (the ωB97M-V functional and the def2-TZVPD basis) of a gas-phase ion, C8H11N2S (charge +1) in a non-equilibrium geometry.

Its HOMO-LUMO gap is 8.9573 eV. The value obtained for the total energy is -22279.9155 eV. Its multiplicity is 1. Its strongest force on any atom is 4.1 eV/Å. Its net charge is +1. The HOMO energy comes out at -13.0 eV.

Atoms and positions in Å:
S -0.61 -2.89 -1.14
N 0.46 -0.50 -0.40
N 1.56 0.56 1.34
C 0.16 0.85 1.55
C -0.34 1.59 2.62
C -1.00 1.50 -0.43
C 1.77 0.02 0.22
C 0.49 -1.88 0.05
C -0.42 -1.69 -2.28
C -0.63 0.27 0.42
C 0.18 -0.54 -1.89
H 0.14 -1.95 1.17
H -1.45 1.19 -1.43
H 2.80 -0.27 0.03
H 0.21 2.20 3.31
H -1.42 1.84 2.65
H 0.52 0.21 -2.59
H -1.68 2.12 0.06
H -0.12 2.11 -0.60
H 1.47 -2.40 0.06
H -0.64 -1.92 -3.36
H -1.46 -0.39 0.65



# 11
The following is a DFT calculation (the ωB97M-V functional and the def2-TZVPD basis) of C4H12N2O2 in the gas phase in a non-equilibrium geometry.

Its HOMO-LUMO gap is 9.3641 eV. The value obtained for the total energy is -11416.8955 eV. Its multiplicity is 1. Its strongest force on any atom is 4.3 eV/Å. The HOMO energy comes out at -8.6 eV.

Atoms and positions in Å:
O 0.49 -1.82 2.18
O -1.78 -1.20 -0.64
N 1.21 0.46 0.82
N 0.55 2.41 -1.06
C -0.84 -0.78 0.31
C 0.32 0.02 -0.21
C -0.45 1.35 -0.97
C -0.17 -2.11 0.99
H -1.00 -2.78 1.22
H 1.14 2.29 -1.88
H 0.87 -0.52 -0.98
H 2.02 0.91 0.41
H 0.73 1.18 1.37
H 0.50 -2.61 0.26
H -1.34 -1.48 -1.45
H 0.09 3.31 -1.13
H -1.30 1.77 -0.42
H -0.81 0.97 -1.93
H -1.36 -0.25 1.10
H 1.12 -1.11 2.00



# 12
The following is a DFT calculation (the ωB97M-V functional and the def2-TZVPD basis) of 2 unconnected molecules or ions with the total composition C4H9N4O2 in a non-equilibrium geometry.

Its HOMO-LUMO gap (alpha / beta) is 5.9469 / 6.1064 eV. The value obtained for the total energy is -14343.6703 eV. Its multiplicity is 1. Its strongest force on any atom is 4.3 eV/Å. Its net charge is -1. The HOMO energy (alpha / beta) comes out at -2.3 / -2.4 eV.

Atoms and positions in Å:
O 2.18 1.56 -0.55
O 3.30 0.49 1.02
N -0.45 3.31 0.17
N 2.25 0.64 0.29
N 1.31 -0.26 0.50
N -0.46 -1.27 -0.44
C -0.34 -2.16 0.67
C -1.37 -1.50 -1.44
C -0.77 2.14 0.27
C 0.31 -0.17 -0.36
H -0.30 1.40 1.10
H 0.22 0.52 -1.22
H 0.56 -2.83 0.55
H -2.33 -1.92 -1.16
H -1.51 1.71 -0.47
H -1.09 -2.98 0.70
H -0.32 -1.73 1.64
H 0.28 3.59 0.78
H -1.46 -0.53 -2.04



# 13
The following is a DFT calculation (the ωB97M-V functional and the def2-TZVPD basis) of 2 unconnected molecules or ions with the total composition C2H6I2NP in a non-equilibrium geometry.

Its HOMO-LUMO gap is 8.2133 eV. The value obtained for the total energy is -29150.1205 eV. Its multiplicity is 1. Its strongest force on any atom is 3.8 eV/Å. The HOMO energy comes out at -9.6 eV.

Atoms and positions in Å:
I -0.88 -2.29 1.54
I 2.73 -0.93 1.89
P 0.36 -0.12 2.29
N 0.06 1.29 1.86
C -0.07 0.23 -1.45
C -0.62 0.14 -2.68
H -0.63 0.90 -3.41
H 0.34 1.16 -1.00
H -0.19 -0.60 -0.66
H -0.57 1.49 1.10
H 0.44 -0.45 3.56
H -0.97 -0.80 -3.04